ORCA calculation (wB97M-V/def2-TZVPD) on one molecule with the formula C5H9N3.

```
! RIJCOSX wB97M-V def2-TZVPD def2/J DEFGRID3
* xyz 0 1
H -0.02 0.50 -1.39
H -1.85 -1.27 -1.06
H 2.83 0.96 -0.40
H -2.31 1.29 -0.72
C 1.97 -0.89 -0.12
C -0.17 0.60 -0.34
N 0.95 1.42 0.04
H 2.96 -1.33 -0.25
H -1.91 1.04 0.94
C -1.69 0.70 -0.02
H -2.35 -1.31 0.65
C -1.72 -0.85 -0.07
H 0.85 1.82 0.95
C -0.25 -0.78 0.32
N 2.07 0.48 0.11
H -0.23 -0.76 1.41
N 0.89 -1.61 -0.06
*
```

The HOMO energy comes out at -8.566 eV. The LUMO energy is 1.12 eV. The calculation puts the gap between HOMO and LUMO at 9.688 eV. As for the energy: -9798.669 eV. As for the SMILES: C1=N[C@@H]2CC[C@H]2NN1. Its strongest force on any atom is 2.166 eV/A.

Here are the Löwdin charges for atoms 1 to 2, given in e: number 1, H, carries 0.144; number 2, H, carries 0.111


ORCA calculation (wB97M-V/def2-TZVPD) on a 2-piece molecular cluster, C4H4N2 overall.

```
! RIJCOSX wB97M-V def2-TZVPD def2/J DEFGRID3
* xyz 0 1
N -2.20 0.73 0.64
H 1.52 2.57 0.18
H -0.29 1.86 0.33
C 0.79 1.72 0.05
H -0.55 -2.81 -0.12
N 1.16 0.64 -0.40
C -0.29 -0.73 -0.27
C -1.49 -0.07 0.21
H 1.17 -1.99 -0.38
C 0.18 -1.92 -0.25
*
```

The HOMO energy comes out at -9.874 eV. The LUMO energy is 0.26 eV. The calculation puts the gap between HOMO and LUMO at 10.131 eV. As for the energy: -7188.779 eV. Its strongest force on any atom is 5.306 eV/A.

Here are the Löwdin charges for atoms 1 to 2, given in e: number 1, N, carries 0.153; number 2, H, carries 0.091


ORCA calculation (wB97M-V/def2-TZVPD) on C7H15F2HgN2O9S2 as an isolated structure.

```
! RIJCOSX wB97M-V def2-TZVPD def2/J DEFGRID3
* xyz -1 1
S 0.98 1.97 -4.11
O -0.59 -1.92 -0.87
H 0.26 -2.18 -2.90
C -0.67 -2.18 -2.32
H -0.11 0.55 4.26
H -2.51 -0.26 1.40
N -1.61 -0.73 1.49
O 0.26 1.05 2.34
H -1.35 1.45 3.30
H -0.61 -1.55 3.27
C -1.87 -2.27 -0.29
O 4.90 -2.77 0.39
C 3.84 -2.08 0.76
H -2.84 -2.42 1.54
O 3.85 -0.87 0.54
H 0.15 3.15 2.50
F -0.48 3.49 -1.17
H -1.20 -3.05 -2.71
C -0.62 0.64 3.31
O 2.03 2.67 -4.88
O -0.07 1.35 -4.87
O 1.28 4.44 -2.39
H 1.55 2.38 3.28
H -1.16 -2.78 1.65
H -2.68 -1.59 -0.54
C 0.87 2.34 2.42
H -2.20 -0.91 3.57
S 0.27 3.45 -2.59
H -2.08 -3.31 -0.54
O -0.88 3.82 -3.50
C -1.30 -0.76 2.97
O 2.76 -2.60 0.91
N 0.69 1.97 -2.43
H -1.28 -1.35 -2.68
H 1.53 2.58 1.58
C -1.86 -2.12 1.15
F 1.85 0.55 -3.93
Hg 0.91 -0.15 0.10
*
```

The HOMO energy comes out at -4.785 eV. The LUMO energy is -0.77 eV. The calculation puts the gap between HOMO and LUMO at 4.015 eV. As for the energy: -60182.653 eV. Its strongest force on any atom is 9.319 eV/A.

Here are the Löwdin charges for atoms 1 to 2, given in e: number 1, S, carries 0.566; number 2, O, carries -0.329


ORCA calculation (wB97M-V/def2-TZVPD) on one molecule with the formula C4H6N2.

```
! RIJCOSX wB97M-V def2-TZVPD def2/J DEFGRID3
* xyz 0 1
N 1.53 0.89 -0.07
H -2.33 1.13 0.02
H 2.32 -1.06 -0.38
C 0.13 -1.01 -0.01
H 1.81 -0.65 1.26
H -0.21 -2.04 0.09
H -2.49 -0.49 0.28
C 0.31 1.21 -0.31
C -0.63 0.08 -0.22
H 0.02 2.24 -0.55
N -2.02 0.21 -0.28
C 1.54 -0.55 0.20
*
```

The HOMO energy comes out at -8.479 eV. The LUMO energy is 1.01 eV. The calculation puts the gap between HOMO and LUMO at 9.485 eV. As for the energy: -7224.612 eV. As for the SMILES: NC1=CCN=C1. Its strongest force on any atom is 0.566 eV/A.

Here are the Löwdin charges for atoms 1 to 2, given in e: number 1, N, carries 0.034; number 2, H, carries 0.083


ORCA calculation (wB97M-V/def2-TZVPD) on C40H33I2N4O3PRuSe as an isolated structure.

```
! RIJCOSX wB97M-V def2-TZVPD def2/J DEFGRID3
* xyz 2 1
H -5.44 -0.21 3.60
C -4.92 4.90 -0.44
H 0.85 5.36 -3.27
H -5.03 2.96 0.46
C -4.12 1.22 4.49
H 1.76 4.36 3.77
C 3.57 0.69 0.18
C -2.55 2.29 3.02
C 4.44 -5.01 1.27
C 3.18 -1.59 -0.71
H -1.16 4.17 -0.97
C 4.14 -6.07 2.07
H 5.54 1.16 0.85
H 0.37 -2.60 -2.30
H -1.18 6.05 -4.50
H -2.70 2.71 5.11
H -5.97 5.11 -0.29
H -4.51 6.80 -1.35
N 1.45 0.09 -0.64
I 1.11 4.50 1.18
H -2.10 6.34 -1.67
C -3.04 -1.80 -1.27
P -2.37 1.86 0.33
I 1.38 1.74 3.35
C -2.60 -0.76 -0.46
C 2.02 3.73 2.93
C 4.90 0.38 0.45
C 5.39 -0.87 0.18
C -4.09 5.86 -1.03
H -0.34 -0.34 -1.56
C 0.18 3.32 -3.04
H 4.88 -6.64 -1.70
C 4.35 -7.58 0.15
C 4.08 -7.37 1.52
C -3.08 2.13 4.28
H -4.03 1.85 -2.10
H -4.54 1.11 5.48
H 4.41 -8.01 4.16
H -0.81 1.41 -3.06
C -2.74 5.60 -1.21
C 4.68 -5.22 -0.11
Ru 1.14 2.02 0.04
H 4.31 -8.60 -0.23
H 2.64 -3.42 -1.73
C 4.65 -6.52 -0.65
C -1.08 5.03 -4.15
C -3.03 3.42 -0.22
H 3.28 -9.37 3.93
H 6.43 -1.12 0.37
H -2.78 -2.82 -1.03
C 4.57 -1.89 -0.38
C -3.05 1.53 1.95
C -4.39 3.69 -0.02
C -3.75 0.83 -1.87
N 4.98 -4.22 -0.99
C 3.53 -8.36 3.62
H 2.68 -7.70 3.80
O -0.85 1.89 0.45
H -4.80 0.00 -3.54
C -4.18 -0.22 -2.68
C 0.65 -0.71 -1.33
C -3.83 -1.52 -2.38
Se 1.81 2.77 -2.21
C -4.63 0.48 3.43
O 3.80 -8.45 2.21
H 4.52 -4.01 1.69
H -4.49 0.05 1.34
C -2.95 0.56 -0.76
O 3.06 1.88 0.33
H -2.00 -0.98 0.42
C -0.86 2.45 -3.33
H 3.98 -5.92 3.13
H -4.17 -2.33 -3.01
C -1.96 2.94 -4.01
C 1.05 -1.99 -1.73
H -1.75 3.00 2.85
N 5.08 -3.05 -0.67
H -2.78 2.27 -4.26
C 2.71 -0.32 -0.37
C -2.21 4.38 -0.81
C -4.09 0.63 2.16
H 3.09 3.70 2.76
C 0.07 4.64 -3.46
N -2.09 4.20 -4.42
C 2.31 -2.44 -1.41
*
```

The HOMO energy (spin up / spin down) comes out at -11.924 / -11.923 eV. The LUMO energy (spin up / spin down) is -7.41 / -7.41 eV. The calculation puts the gap between HOMO and LUMO (spin up / spin down) at 4.517 / 4.516 eV. As for the energy: -147522.025 eV. Its strongest force on any atom is 2.924 eV/A.

Here are the Löwdin charges for atoms 1 to 2, given in e: number 1, H, carries 0.114; number 2, C, carries -0.050